Record 1
Computed, not measured: a structure of composition C6H12N2O2P in a non-equilibrium geometry, with ωB97M-V/def2-TZVPD.

Geometry as XYZ:
```
23
Properties=species:S:1:pos:R:3
H -1.536 -0.319 -1.460
H 2.511 -2.241 -1.113
C 1.802 -1.440 -0.951
H -3.270 1.448 -0.337
H 1.917 1.827 2.126
H 3.777 -0.589 -0.265
C 2.447 1.407 1.252
H 2.747 0.500 -1.172
O 0.975 -1.728 0.146
O 0.047 0.547 -0.464
N -2.712 -0.515 0.348
C -3.653 -0.989 0.999
N 2.036 0.326 0.705
C 2.679 -0.305 -0.490
H -1.268 1.658 -1.725
C -2.407 0.891 0.057
H 1.298 -1.325 -1.875
H -1.831 1.310 0.984
C -1.304 0.653 -1.006
P 0.380 -0.425 0.783
H -3.661 -2.079 1.120
H 3.429 1.824 0.903
H -4.404 -0.436 1.437
```

## Properties
multiplicity: 1
LUMO level: -4.55 eV
HOMO-LUMO gap: 8.0 eV
ΔE to the lowest compared entry with this formula, charge and spin: 47.5 kcal/mol
total charge: +1

And the natural (NBO) charges, in e, turn out to be: H 0.222; H 0.222; C -0.103; H 0.233; H 0.236; H 0.250; C 0.117; H 0.241; O -0.766; O -0.849; N -0.469; C 0.012; N -0.497; C -0.273; H 0.211; C -0.306; H 0.218; H 0.214; C -0.066; P 1.593; H 0.183; H 0.222; H 0.155

---

Record 2
Computed, not measured: a structure of composition C4H12BN in a non-equilibrium geometry, with ωB97M-V/def2-TZVPD.

Geometry as XYZ:
```
18
Properties=species:S:1:pos:R:3
C 0.834 -0.771 2.089
H 1.530 -0.760 -1.682
C -1.908 0.458 -0.768
H 0.921 -2.189 -0.982
H -0.093 1.831 0.800
N 0.323 1.445 -0.045
H 2.406 -1.423 -0.349
H -1.069 2.441 -1.052
H -2.608 0.396 -1.628
B 0.730 -0.521 0.510
H -0.006 -0.394 2.712
C -0.691 1.384 -1.089
H -1.556 -0.523 -0.640
H 1.674 -0.209 2.449
H -0.373 1.177 -1.983
C 1.420 -1.253 -0.755
H 0.994 -1.821 2.303
H -2.527 0.731 0.111
```

## Properties
multiplicity: 1
LUMO level: 0.55 eV
HOMO-LUMO gap: 8.7 eV
ΔE to the lowest compared entry with this formula, charge and spin: 72.1 kcal/mol

And the natural (NBO) charges, in e, turn out to be: C -1.082; H 0.247; C -0.619; H 0.242; H 0.332; N -0.835; H 0.249; H 0.177; H 0.203; B 1.039; H 0.253; C -0.210; H 0.184; H 0.269; H 0.171; C -1.057; H 0.234; H 0.203

---

Record 3
Computed, not measured: the ion C22H23N4 with charge +1 in a non-equilibrium geometry, with ωB97M-V/def2-TZVPD.

Geometry as XYZ:
```
49
Properties=species:S:1:pos:R:3
C -0.030 -0.063 -1.993
H 2.134 0.043 -2.068
H -1.162 -3.279 4.596
C 1.574 -3.607 1.543
H -0.896 5.965 -2.708
N -0.682 4.227 -4.626
C -0.423 2.620 -2.869
H 1.149 -1.309 4.703
C -0.359 2.307 -1.494
C -0.105 1.731 2.686
C -0.646 4.636 -0.993
C -0.745 4.923 -2.367
C -0.479 3.352 -0.550
H 0.301 -3.125 -4.346
C 0.621 -2.147 4.271
H -0.623 5.405 -0.259
H -0.508 -2.936 1.165
C -0.169 1.928 1.246
C 0.206 -2.243 -3.728
C -0.654 3.908 -3.283
H 2.160 -3.759 2.425
H -2.152 -0.277 -2.263
N -0.403 3.150 0.829
N 0.359 -1.901 2.824
C 0.177 -3.119 2.012
C -0.719 -2.344 4.979
C 0.035 0.451 3.224
C 0.054 -0.506 0.885
H 1.435 -4.556 1.012
C 0.108 -0.694 2.332
H -0.105 2.607 3.299
C -0.051 0.757 0.321
C -1.170 -0.665 -2.530
H -1.948 -2.309 -3.728
H -1.420 -1.512 4.790
H 0.139 0.361 4.298
H -0.292 1.849 -3.627
H 0.074 -1.375 0.229
H -0.549 -2.494 6.027
H -0.544 5.199 -4.952
C 1.245 -0.480 -2.424
H -0.319 -3.921 2.562
H 2.128 -2.932 0.888
C 1.363 -1.587 -3.300
H -0.470 3.479 -5.296
N -0.160 0.985 -1.064
H 2.306 -1.954 -3.673
H 1.275 -3.010 4.380
C -1.057 -1.779 -3.385
```

## Properties
multiplicity: 1
LUMO level: -4.30 eV
HOMO-LUMO gap: 6.3 eV
ΔE to the lowest compared entry with this formula, charge and spin: 0.0 kcal/mol
total charge: +1

And the natural (NBO) charges, in e, turn out to be: C 0.078; H 0.226; H 0.213; C -0.616; H 0.231; N -0.783; C -0.336; H 0.212; C 0.282; C -0.087; C -0.120; C -0.255; C 0.005; H 0.229; C -0.214; H 0.241; H 0.215; C 0.076; C -0.195; C 0.224; H 0.211; H 0.233; N -0.250; N -0.376; C -0.222; C -0.620; C -0.299; C -0.430; H 0.226; C 0.407; H 0.246; C 0.322; C -0.212; H 0.234; H 0.217; H 0.238; H 0.231; H 0.243; H 0.231; H 0.410; C -0.163; H 0.221; H 0.219; C -0.214; H 0.398; N -0.392; H 0.233; H 0.222; C -0.189

---

Record 4
Computed, not measured: an isolated molecule of C8H7NO3 in a non-equilibrium geometry, with ωB97M-V/def2-TZVPD.

Geometry as XYZ:
```
19
Properties=species:S:1:pos:R:3
C -2.537 -1.092 -0.844
H 1.426 -0.706 1.582
H -2.803 0.132 0.979
C -0.062 -1.274 -1.802
C -1.421 -1.743 -1.640
C -2.085 -0.019 0.124
C 0.149 0.807 2.222
H -1.575 -2.615 -2.321
O 1.410 1.290 0.509
O 2.496 0.486 -1.367
H -0.967 0.658 2.573
O 0.637 -0.609 2.367
H -3.690 -1.288 -0.829
H 0.621 -1.542 -2.543
C 0.114 -0.089 -0.906
C 1.542 0.432 -0.633
C -0.721 0.471 0.058
H 0.744 1.588 2.827
N 0.005 1.353 0.884
```

## Properties
multiplicity: 1
LUMO level: -0.40 eV
HOMO-LUMO gap: 9.1 eV
ΔE to the lowest compared entry with this formula, charge and spin: 96.9 kcal/mol

And the natural (NBO) charges, in e, turn out to be: C -0.185; H 0.468; H 0.234; C -0.164; C -0.214; C -0.220; C 0.066; H 0.219; O -0.378; O -0.537; H 0.185; O -0.724; H 0.253; H 0.244; C -0.171; C 0.733; C 0.110; H 0.206; N -0.125

---

Record 5
Computed, not measured: a cluster of 2 separate species, C5H15NO in total in a non-equilibrium geometry, with ωB97M-V/def2-TZVPD.

Geometry as XYZ:
```
22
Properties=species:S:1:pos:R:3
H 1.558 -2.086 1.166
H 0.016 -0.879 2.494
O 0.198 -1.943 -2.574
H 1.885 -0.717 0.132
C 1.081 -1.271 0.624
H 0.966 -2.417 -2.313
H 0.342 -1.539 -0.118
C 0.086 1.717 0.372
C 0.511 -0.320 1.692
H -2.448 0.868 0.519
H 0.225 -1.893 -3.538
H 0.198 2.455 -1.619
C -1.714 0.122 0.838
H -0.372 2.678 0.637
H 1.300 0.260 2.178
N -0.469 0.684 1.256
H -1.662 -0.580 -0.010
H 0.526 0.684 -1.473
H -2.179 -0.442 1.655
C -0.080 1.519 -1.134
H -1.110 1.313 -1.414
H 1.143 1.787 0.630
```

## Properties
multiplicity: 1
LUMO level: 0.76 eV
HOMO-LUMO gap: 8.7 eV
ΔE to the lowest compared entry with this formula, charge and spin: 25.8 kcal/mol

And the natural (NBO) charges, in e, turn out to be: H 0.212; H 0.187; O -0.940; H 0.198; C -0.654; H 0.470; H 0.224; C -0.208; C -0.202; H 0.199; H 0.473; H 0.209; C -0.419; H 0.182; H 0.189; N -0.451; H 0.165; H 0.213; H 0.196; C -0.636; H 0.206; H 0.189

---

Record 6
Computed, not measured: a structure of composition C5H6Si in a non-equilibrium geometry, with ωB97M-V/def2-TZVPD.

Geometry as XYZ:
```
12
Properties=species:S:1:pos:R:3
H 0.460 1.583 -2.376
H 0.984 1.759 0.937
C -0.690 0.213 -0.979
H -0.203 -2.657 0.788
H -1.660 -0.163 -1.297
H 2.872 0.118 -0.483
C -0.399 -1.538 0.975
C -0.141 -0.180 0.371
C 0.269 1.022 -1.486
H -1.767 -0.281 2.158
C -1.165 -0.599 1.441
Si 1.440 0.723 -0.049
```

## Properties
multiplicity: 1
LUMO level: 0.99 eV
HOMO-LUMO gap: 9.5 eV
ΔE to the lowest compared entry with this formula, charge and spin: 80.2 kcal/mol

And the natural (NBO) charges, in e, turn out to be: H 0.216; H -0.136; C -0.170; H 0.233; H 0.202; H -0.115; C -0.159; C -0.491; C -0.611; H 0.208; C -0.169; Si 0.993

---

Here are the calculated calculated total energy numbers, same order: -836.86017 -239.12156 -1070.95492 -589.36381 -329.46651 -483.39957 (a.u.).
Here are the calculated HOMO energy numbers, same order: -12.57 -8.12 -10.64 -9.47 -7.90 -8.55 (eV).